{
  "formula": "C3H9N2",
  "method": "the ωB97M-V functional and the def2-TZVPD basis",
  "de_lowest_kj_mol": 724.3,
  "s2": 1.7622,
  "spin_multiplicity": 2,
  "lumo_energy_ev": [-13.8411, -12.6681],
  "molar_mass_g_mol": 73.1,
  "charge": 2,
  "e_tot_ev": -6210.1224,
  "homo_energy_ev": [-18.58, -18.36],
  "species": ["C", "C", "C", "N", "N", "H", "H", "H", "H", "H", "H", "H", "H", "H"],
  "positions_angstrom": [[2.022, -1.300, 0.544], [1.141, -0.137, -0.074], [-0.081, -0.277, -0.640], [-3.630, 0.991, -0.125], [2.009, 1.137, -0.152], [2.969, -1.563, -0.079], [2.275, -1.133, 1.636], [1.367, -2.242, 0.618], [-0.333, -1.294, -0.935], [-4.184, 1.096, 0.757], [-4.229, 1.024, -0.940], [-3.026, 0.207, -0.133], [1.591, 1.807, 0.520], [2.108, 1.685, -0.996]]
}

=====

{
  "formula": "FHO2S",
  "method": "the ωB97M-V functional and the def2-TZVPD basis",
  "de_lowest_kj_mol": 346.4,
  "spin_multiplicity": 1,
  "lumo_energy_ev": -2.2003,
  "molar_mass_g_mol": 84.1,
  "charge": 0,
  "e_tot_ev": -17659.8798,
  "homo_energy_ev": -11.47,
  "species": ["O", "O", "F", "S", "H"],
  "positions_angstrom": [[-0.718, -1.415, 0.549], [-2.866, 0.808, -0.019], [-0.067, 1.041, -0.584], [-1.658, -0.180, -0.243], [-1.302, -2.032, 0.113]]
}

=====

{
  "formula": "C3H6OS",
  "method": "the ωB97M-V functional and the def2-TZVPD basis",
  "de_lowest_kj_mol": 606.8,
  "spin_multiplicity": 1,
  "lumo_energy_ev": -1.4741,
  "molar_mass_g_mol": 90.1,
  "charge": 0,
  "e_tot_ev": -16084.7012,
  "homo_energy_ev": -8.75,
  "species": ["C", "C", "C", "H", "H", "H", "H", "H", "H", "O", "S"],
  "positions_angstrom": [[0.221, -0.250, 0.814], [1.039, 0.012, -0.321], [-1.090, 0.237, 0.142], [1.859, 0.633, 1.739], [0.346, -1.271, 1.025], [1.376, 1.027, -0.384], [1.725, -0.960, -0.687], [-1.027, 1.253, 0.299], [-2.072, -0.099, 0.452], [0.200, 0.537, 2.047], [-0.301, -0.305, -1.414]]
}